No. 1
Molecular formula: C3H8NO2
Method: DFT, ωB97M-V/def2-TZVPD

Bonds (Å) are listed after each position.
Atoms and positions in Å:
1 N 0.2634 -1.0444 1.3554  C2 1.479, H7 1.021, H8 1.015
2 C -0.2752 -0.1138 0.3394  N1 1.479, C3 1.578, C5 1.504, H9 1.088
3 C -0.8723 -0.8307 -0.9328  C2 1.578, O4 1.325, H10 1.128, H11 1.126
4 O -1.6852 -0.0887 -1.6700  C3 1.325
5 C 0.8357 0.7652 -0.1651  C2 1.504, O6 1.467, H12 1.082, H13 1.097
6 O 1.5401 1.4749 0.9083  C5 1.467, H14 0.950
7 H 0.6937 -1.8230 0.8550  N1 1.021
8 H -0.5614 -1.4032 1.8256  N1 1.015
9 H -1.0874 0.4809 0.7518  C2 1.088
10 H -1.3735 -1.7683 -0.5548  C3 1.128
11 H 0.0469 -1.2053 -1.4643  C3 1.126
12 H 0.5159 1.5230 -0.8679  C5 1.082
13 H 1.5744 0.0976 -0.6248  C5 1.097
14 H 1.7557 0.7155 1.4364  O6 0.950

The value obtained for the LUMO energy is 4.12 eV. For the energy above the lowest of the compared OMol25 structures with the same formula, charge and spin, the calculation gives 247.4 kJ/mol. The total charge is -1. As for the HOMO-LUMO gap: 6.57 eV. For the total energy, the calculation gives -8825.2280 eV. Its structure (SMILES) is N[C@H](C[O-])CO.

These are the Löwdin partial charges, in e, on atoms 1 to 4: atom 1 (N): 0.01, atom 2 (C): -0.40, atom 3 (C): -0.56, atom 4 (O): -0.34

***

No. 2
Molecular formula: C3H8NO2
Method: DFT, ωB97M-V/def2-TZVPD

Bonds (Å) are listed after each position.
Atoms and positions in Å:
1 C -1.2221 -0.4713 0.8546  C2 1.596, H7 1.145, H8 1.012, H9 1.038
2 C 0.0890 -0.2138 -0.0186  C1 1.596, C3 1.547, O4 1.311, N5 1.529
3 C 0.8449 0.9763 0.6179  C2 1.547, H10 1.076, H11 1.043, H12 1.060
4 O 0.8876 -1.2501 -0.0952  C2 1.311
5 N -0.2644 0.2267 -1.4390  C2 1.529, O6 1.365, H13 1.065
6 O 0.6956 -0.2592 -2.2793  N5 1.365, H14 1.018
7 H -1.1329 0.1630 1.8035  C1 1.145
8 H -1.0434 -1.4344 1.1097  C1 1.012
9 H -2.0589 -0.2892 0.2689  C1 1.038
10 H 1.7736 0.6031 1.0139  C3 1.076
11 H 0.4186 1.2914 1.5164  C3 1.043
12 H 1.0371 1.7457 -0.0859  C3 1.060
13 H -1.2133 -0.2166 -1.6344  N5 1.065
14 H 1.1886 -0.8716 -1.6324  O6 1.018

The value obtained for the LUMO energy is 4.47 eV. For the energy above the lowest of the compared OMol25 structures with the same formula, charge and spin, the calculation gives 383.8 kJ/mol. The total charge is -1. As for the HOMO-LUMO gap: 7.53 eV. For the total energy, the calculation gives -8823.8142 eV. Its structure (SMILES) is CC(C)([O-])NO.

These are the Löwdin partial charges, in e, on atoms 1 to 4: atom 1 (C): -0.02, atom 2 (C): -0.76, atom 3 (C): -0.06, atom 4 (O): -0.25

***

No. 3
Molecular formula: C3H8NO2
Method: DFT, ωB97M-V/def2-TZVPD

Bonds (Å) are listed after each position.
Atoms and positions in Å:
1 C -1.4823 1.5973 -0.0703  O2 1.405, H3 1.100, H4 1.097, H5 1.094
2 O -1.8477 0.3034 -0.4776  C1 1.405, H11 1.012
3 H -2.2920 2.2847 -0.3550  C1 1.100
4 H -1.3835 1.6562 1.0205  C1 1.097
5 H -0.5754 1.9691 -0.5551  C1 1.094
6 C 0.8592 -0.5061 1.0562  N7 1.339, O9 1.246, H10 1.107
7 N 0.3114 -1.2475 0.0848  C6 1.339, C8 1.464
8 C 0.9727 -1.0720 -1.2097  N7 1.464, H12 1.096, H13 1.095, H14 1.098
9 O 1.6043 0.4886 0.9688  C6 1.246
10 H 0.5415 -0.8468 2.0606  C6 1.107
11 H -1.1076 -0.3207 -0.1830  O2 1.012
12 H 1.3126 -0.0427 -1.3725  C8 1.096
13 H 0.2343 -1.2934 -1.9878  C8 1.095
14 H 1.8293 -1.7515 -1.3068  C8 1.098

The value obtained for the LUMO energy is 4.28 eV. For the energy above the lowest of the compared OMol25 structures with the same formula, charge and spin, the calculation gives 153.9 kJ/mol. The total charge is -1. As for the HOMO-LUMO gap: 7.78 eV. For the total energy, the calculation gives -8826.1976 eV.

These are the Löwdin partial charges, in e, on atoms 1 to 4: atom 1 (C): -0.22, atom 2 (O): -0.19, atom 3 (H): 0.06, atom 4 (H): 0.07

***

No. 4
Molecular formula: C3H8NO2
Method: DFT, ωB97M-V/def2-TZVPD

Bonds (Å) are listed after each position.
Atoms and positions in Å:
1 O -1.4658 -0.2298 0.3635  C2 1.210
2 C -1.7892 -1.1736 1.0481  O1 1.210, O3 1.332, H4 1.091
3 O -0.8759 -2.0401 1.4845  C2 1.332, H5 0.987
4 H -2.8322 -1.1067 1.3596  C2 1.091
5 H -1.3022 -2.5832 2.1892  O3 0.987
6 C 1.0718 1.6671 -1.1141  C7 1.328, N8 1.524, H9 1.087
7 C 1.9254 1.5012 -2.1176  C6 1.328, H10 1.094, H11 1.089
8 N 1.0778 0.5887 -0.0378  C6 1.524, H12 1.062, H13 1.017, H14 1.016
9 H 0.7085 2.5795 -0.6473  C6 1.087
10 H 2.2776 2.4036 -2.6264  C7 1.094
11 H 2.3391 0.5458 -2.4356  C7 1.089
12 H 0.0914 0.2033 0.0407  N8 1.062
13 H 1.7324 -0.1059 -0.3895  N8 1.017
14 H 1.4280 0.9438 0.8476  N8 1.016

The value obtained for the LUMO energy is -3.33 eV. For the energy above the lowest of the compared OMol25 structures with the same formula, charge and spin, the calculation gives 166.4 kJ/mol. The total charge is +1. As for the HOMO-LUMO gap: 11.57 eV. For the total energy, the calculation gives -8818.2275 eV.

These are the Löwdin partial charges, in e, on atoms 1 to 4: atom 1 (O): 0.04, atom 2 (C): -0.32, atom 3 (O): 0.12, atom 4 (H): 0.16